This record from the OMol25 dataset describes a structure of composition C22H27BrCl3N2O2Pd. The level of theory is wB97M-V/def2-TZVPD.

* net charge: +3
* energy above the lowest of the compared OMol25 structures with the same formula, charge and spin: 0.0 kcal per mole
* HOMO energy: -18.52 eV
* M: 644.2 g/mol

Cartesian coordinates (Å):
Pd: 1.383 -2.354 0.062
C: 0.547 5.349 -1.699
C: -0.538 4.713 -0.833
C: -0.607 5.451 0.545
C: -1.927 4.868 -1.536
C: -0.344 3.282 -0.555
C: 0.798 2.572 -1.092
C: 0.977 1.273 -0.822
Br: 2.424 0.333 -1.502
C: 0.003 0.538 0.053
O: 0.163 -0.635 0.346
C: -1.206 1.276 0.580
C: -1.306 2.581 0.254
C: -2.222 0.545 1.434
C: -1.541 0.055 2.731
C: -3.371 1.480 1.824
C: -2.822 -0.643 0.651
H: 0.309 6.402 -1.838
H: 0.598 4.900 -2.693
H: 1.531 5.304 -1.229
H: -0.769 6.505 0.318
H: 0.331 5.357 1.091
H: -1.429 5.112 1.171
H: -2.056 5.934 -1.723
H: -2.758 4.531 -0.921
H: -1.945 4.347 -2.493
H: 1.502 3.105 -1.715
H: -2.151 3.148 0.612
H: -1.083 0.884 3.273
H: -0.795 -0.716 2.549
H: -2.308 -0.374 3.375
H: -3.031 2.319 2.433
H: -4.086 0.920 2.423
H: -3.909 1.860 0.953
H: -2.091 -1.420 0.432
H: -3.286 -0.308 -0.279
H: -3.604 -1.091 1.264
O: 2.723 -1.975 1.538
C: 3.558 -3.089 1.951
C: 3.380 -4.179 0.941
C: 4.158 -5.319 0.993
C: 3.973 -6.312 0.046
C: 3.013 -6.135 -0.940
C: 2.264 -4.982 -0.943
N: 2.439 -4.021 -0.013
H: 2.734 -1.253 2.179
H: 3.251 -3.424 2.943
H: 4.596 -2.754 1.982
H: 4.905 -5.421 1.769
H: 4.575 -7.211 0.075
H: 2.842 -6.881 -1.703
H: 1.510 -4.805 -1.693
Cl: -1.256 -4.522 -4.202
C: -1.865 -3.359 -3.036
Cl: -2.270 -1.819 -3.797
Cl: -3.211 -3.995 -2.105
C: -0.770 -3.082 -2.082
N: 0.072 -2.865 -1.343

natural (NBO) population analysis, charges in e, atoms 1 to 8: 1.033, -0.627, -0.159, -0.574, -0.573, 0.430, -0.275, -0.107

---

This record from the OMol25 dataset describes an isolated molecule of C13H11N5O7 in a non-equilibrium geometry. The level of theory is wB97M-V/def2-TZVPD.

* net charge: 0
* SMILES: COc1ccc([NH2+][C@@H]2C(=[N+]([O-])[O-])C=C([N+](=O)[O-])c3no[n+]([O-])c32)cc1
* HOMO energy: -8.38 eV
* M: 349.3 g/mol

Cartesian coordinates (Å):
C: -3.046 2.386 1.071
O: -2.039 2.012 2.057
C: -0.750 2.098 1.668
C: 0.209 1.651 2.607
C: 1.578 1.591 2.211
C: 1.999 2.019 0.943
N: 3.402 2.268 0.530
C: 3.731 2.801 -0.960
C: 4.943 1.929 -1.208
N: 4.629 0.540 -1.480
O: 5.576 -0.280 -1.639
O: 3.401 0.184 -1.553
C: 6.214 2.411 -1.535
C: 6.495 3.799 -1.735
N: 7.883 4.281 -1.938
O: 8.291 5.431 -1.681
O: 8.656 3.369 -2.313
C: 5.364 4.681 -1.507
N: 5.445 6.048 -1.634
O: 4.110 6.445 -1.423
N: 3.294 5.378 -1.232
O: 2.099 5.526 -0.919
C: 4.096 4.230 -1.158
C: 1.022 2.464 0.061
C: -0.339 2.538 0.408
H: -3.969 2.227 1.614
H: -2.937 3.433 0.768
H: -2.991 1.749 0.182
H: -0.160 1.374 3.595
H: 2.294 1.278 2.978
H: 3.756 3.201 1.022
H: 3.981 1.390 0.851
H: 2.822 2.473 -1.454
H: 7.078 1.721 -1.694
H: 1.303 2.830 -0.932
H: -1.054 2.930 -0.343

natural (NBO) population analysis, charges in e, atoms 1 to 8: -0.260, -0.484, 0.332, -0.238, -0.223, 0.129, -0.588, -0.071

---

Q: Look up the HOMO energy of the first one.
A: -18.52 eV